No. 1
The following is a quantum chemistry calculation of C14H20Br6O9 as an isolated structure, from the OMol25 dataset.

F_max (eV/A): 5.2
Multiplicity: 2
E_tot (eV): -453524.1591
Total charge: -1
LUMO (alpha / beta) (eV): 1.333 / 1.387
Energy above the lowest of the compared OMol25 structures with the same formula, charge and spin (kcal per mole): 0.0
Gap between HOMO and LUMO (alpha / beta) (eV): 3.263 / 7.827

Geometry as XYZ:
```
49
C14H20Br6O9 | the OMol25 dataset | the ωB97M-V functional and the def2-TZVPD basis
C 0.01 5.25 -0.57
Br 1.73 -4.14 -3.34
H 3.55 -2.67 1.87
H -5.54 1.16 3.57
H -1.12 1.97 -1.47
H 3.24 -0.35 0.80
O 7.36 -0.77 1.74
Br 3.32 -5.30 -5.91
C 2.95 -5.59 -4.00
H -1.96 3.36 -1.78
O 5.81 -2.07 0.91
C -0.94 3.04 -1.58
C -0.03 -1.99 -0.77
H 0.74 -2.67 -1.14
Br 2.17 -7.36 -3.56
C -0.34 3.78 -0.32
C 3.66 -2.94 0.82
C -4.47 -0.04 2.00
H 4.78 -2.24 -0.85
H 4.13 -3.92 0.72
H -4.12 -0.68 2.81
O -7.47 -1.30 0.93
H 0.97 5.57 -0.17
C -6.58 -0.57 1.37
H 2.74 -2.82 0.26
H -2.48 -0.28 1.25
H 0.59 3.31 0.02
Br 0.51 -0.11 -1.28
O -6.73 0.49 2.05
C -5.54 1.04 2.49
O -5.32 -0.81 1.17
H -0.23 3.03 -2.41
Br -0.17 -2.02 1.21
O -2.85 5.23 1.34
C 4.21 -0.51 0.32
O -1.10 5.89 0.05
C 6.21 -0.88 1.30
C -3.20 0.54 1.25
H 0.00 5.32 -1.66
H -3.40 0.78 0.21
Br -1.60 -2.59 -1.82
H 3.81 -5.37 -3.37
O -1.34 3.81 0.60
C 4.65 -1.95 0.20
H -2.78 1.44 1.70
H 4.11 -0.02 -0.65
C -1.81 5.03 0.75
O 5.24 0.03 1.06
H -5.37 1.93 1.89
```

=====

No. 2
The following is a quantum chemistry calculation of a 3-piece molecular cluster, C3H11NO2 overall, from the OMol25 dataset.

F_max (eV/A): 2.1
Multiplicity: 1
E_tot (eV): -8873.2240
LUMO (eV): 0.765
Energy above the lowest of the compared OMol25 structures with the same formula, charge and spin (kcal per mole): 29.2
SMILES string: C/C=C/N.O.O
Gap between HOMO and LUMO (eV): 9.344

Geometry as XYZ:
```
17
C3H11NO2 | the OMol25 dataset | the ωB97M-V functional and the def2-TZVPD basis
O -0.30 -1.87 0.53
C 1.42 0.48 -0.26
H 1.61 1.41 1.53
H -0.08 -2.57 1.15
H -0.49 1.31 -2.68
H 1.45 -0.24 1.75
H -0.16 1.84 -0.31
H 2.09 -0.19 -0.80
H -0.13 -1.16 1.14
H -3.28 -1.15 1.73
O -3.13 -2.03 2.09
H 1.19 0.91 -2.92
C 0.54 1.24 -0.89
N 1.72 0.49 1.13
H -3.84 -2.61 1.81
H 0.90 2.57 -2.62
C 0.51 1.58 -2.37
```

=====

No. 3
The following is a quantum chemistry calculation of a single C3H5N3O molecule, from the OMol25 dataset.

F_max (eV/A): 7.2
Multiplicity: 1
E_tot (eV): -9706.0248
LUMO (eV): 0.717
Energy above the lowest of the compared OMol25 structures with the same formula, charge and spin (kcal per mole): 105.1
SMILES string: COn1cnnc1
Gap between HOMO and LUMO (eV): 10.652

Geometry as XYZ:
```
12
C3H5N3O | the OMol25 dataset | the ωB97M-V functional and the def2-TZVPD basis
H 0.68 1.56 0.54
C -1.17 -1.01 -0.35
C 0.60 0.93 1.44
H -1.88 -1.20 0.43
N -1.55 -1.02 -1.57
C 0.47 -0.19 -1.43
H 1.41 1.18 2.11
O 0.76 -0.38 0.91
H -0.42 1.09 1.76
H 1.45 0.06 -1.42
N -0.01 -0.44 -0.19
N -0.35 -0.59 -2.23
```

=====

No. 4
The following is a quantum chemistry calculation of C22H32BeClCsKN5O15 as an isolated structure, from the OMol25 dataset.

F_max (eV/A): 11.8
Multiplicity: 1
E_tot (eV): -91260.8245
LUMO (eV): -3.979
Gap between HOMO and LUMO (eV): 2.234

Geometry as XYZ:
```
78
C22H32BeClCsKN5O15 | the OMol25 dataset | the ωB97M-V functional and the def2-TZVPD basis
Be 0.48 -7.32 3.83
H -0.73 -4.25 5.27
C 0.08 -3.63 5.66
O 3.70 -0.39 -4.83
N 1.63 -4.79 4.15
H 1.72 -5.49 4.89
H -4.25 -8.16 -4.92
O 2.34 0.78 -6.36
H 0.26 -1.74 3.70
N -0.75 10.87 1.86
C 0.25 11.42 1.78
C -2.42 -5.62 -3.65
C 0.78 -2.65 3.41
H -5.52 -4.96 -2.39
H 2.09 4.52 0.20
C 1.80 7.94 0.59
H -0.02 1.29 -0.33
O 4.08 -4.34 2.61
H 0.95 -5.11 3.46
C 1.74 5.49 0.53
O 2.07 -1.54 -6.07
O 0.08 4.46 1.86
C -4.74 -5.47 -2.94
N -3.12 -3.79 -2.18
H -2.92 2.92 -1.56
O 3.99 -0.70 -7.15
O 2.30 8.98 0.22
H -6.04 -7.00 -3.67
C 1.52 12.13 1.66
O 5.63 -2.95 3.18
C 1.20 -3.45 4.64
C -0.76 2.65 -1.86
C 2.30 6.63 0.12
H -2.38 1.17 -1.77
H 0.46 -4.12 6.56
H 2.27 11.45 1.26
Cs -4.35 2.19 -0.63
H -1.40 -5.24 -3.66
Cl 3.03 -0.46 -6.12
H 3.14 6.65 -0.56
O -0.02 -3.47 2.56
C -2.15 2.17 -1.28
O 4.01 -3.37 4.55
H 2.55 -4.71 3.65
H -1.91 -3.69 3.39
O -4.00 -3.23 -1.54
H 1.40 12.98 1.00
H 0.88 -4.86 -4.03
O 0.34 0.44 -3.78
C 1.01 0.33 -2.75
H -0.74 3.72 -1.66
N 4.61 -3.54 3.44
C -2.72 -6.77 -4.36
H 2.07 -2.99 5.12
H -2.08 2.09 -0.15
C -1.41 -3.16 2.58
H 0.30 8.92 1.86
H -0.33 -2.67 5.95
O 0.62 -5.56 -4.65
C 0.65 7.95 1.54
O 1.32 -0.85 -2.44
H -0.71 2.53 -2.93
C -3.44 -4.99 -2.95
H 1.67 -2.37 2.85
H -1.94 -7.27 -4.91
C -5.03 -6.61 -3.66
H -1.84 -3.51 1.64
C 0.10 6.81 1.95
H 1.83 12.48 2.64
K -0.56 -0.88 -1.11
C 0.43 1.99 -1.09
H -1.59 -2.09 2.67
C -4.02 -7.26 -4.36
O -1.97 -3.41 -2.23
H 0.88 2.77 -0.49
H -0.74 6.79 2.64
C 0.59 5.50 1.48
N 1.46 1.39 -1.94
```

=====

No. 5
The following is a quantum chemistry calculation of a 6-piece molecular cluster, C12H36O6 overall, from the OMol25 dataset.

F_max (eV/A): 2.8
Multiplicity: 2
E_tot (eV): -25308.3279
Total charge: -1
LUMO (alpha / beta) (eV): 2.584 / 2.493
Energy above the lowest of the compared OMol25 structures with the same formula, charge and spin (kcal per mole): 57.0
Gap between HOMO and LUMO (alpha / beta) (eV): 1.748 / 9.470

Geometry as XYZ:
```
54
C12H36O6 | the OMol25 dataset | the ωB97M-V functional and the def2-TZVPD basis
H 2.16 -3.71 1.13
H -5.24 -2.65 -1.45
C 1.69 -3.12 1.92
H 2.16 -2.00 3.82
O 3.58 -1.94 2.45
H -4.11 -1.11 1.78
H 3.08 -3.52 3.48
H -3.65 2.35 3.40
H -4.24 2.13 1.86
C 4.30 1.04 0.99
C 0.07 0.05 0.56
H 1.13 0.04 0.29
H -4.11 -0.03 3.48
H -3.56 -2.77 -1.06
H 3.26 0.79 1.17
H -2.34 0.05 3.09
H -0.99 2.54 -3.28
C -0.63 -0.56 -0.66
C -3.35 0.31 2.77
H -0.36 -0.13 -1.63
H 4.22 0.76 -1.17
H 0.06 4.32 -2.35
H 4.73 0.59 1.89
H -4.55 -1.39 -0.55
C -4.33 -2.06 -1.38
O 6.07 1.14 -0.43
H 4.15 -2.56 2.00
O -3.35 -0.53 1.65
H 4.99 -0.63 -0.22
H 4.34 2.12 0.99
H -0.08 -0.48 1.50
H 0.67 1.95 -1.78
C -3.76 -1.46 -2.66
H 2.05 1.96 -2.86
H 2.06 3.15 -1.68
H -1.71 -0.67 -0.57
H -2.78 -0.99 -2.57
C 2.56 -2.66 3.05
O -0.50 1.41 0.69
C 0.53 3.67 -3.09
H 0.79 -3.62 2.25
H -2.49 2.34 2.08
O -3.68 -2.57 -3.66
O -0.45 3.07 -3.87
H 1.33 -2.23 1.40
C 1.36 2.61 -2.32
H -0.38 -1.61 -0.78
H 1.20 4.32 -3.64
H -1.41 1.31 0.42
H 5.89 1.77 -1.13
C 4.83 0.44 -0.32
C -3.39 1.85 2.48
H -4.53 -0.77 -3.00
H -3.28 -2.33 -4.50
```

=====

No. 6
The following is a quantum chemistry calculation of a 9-piece molecular cluster, C6H30NO9 overall, from the OMol25 dataset.

F_max (eV/A): 1.1
Multiplicity: 1
E_tot (eV): -26629.7220
Total charge: -1
LUMO (eV): 3.085
Energy above the lowest of the compared OMol25 structures with the same formula, charge and spin (kcal per mole): 20.1
Gap between HOMO and LUMO (eV): 8.669

Geometry as XYZ:
```
46
C6H30NO9 | the OMol25 dataset | the ωB97M-V functional and the def2-TZVPD basis
H 2.73 -0.70 2.04
O 1.41 2.05 0.89
O 1.80 3.23 -1.44
N 0.73 -1.23 1.81
C 1.43 -2.29 -2.17
O -3.60 -0.96 -1.27
C 1.78 -0.20 1.86
H 1.08 3.87 -1.33
H 1.43 -1.70 -3.07
H 0.01 -1.01 -1.15
H -1.17 3.49 0.70
O -2.81 -1.70 2.58
H -0.13 -0.83 1.42
H 0.32 2.15 1.85
H 0.07 2.74 0.18
H -2.71 -0.85 2.07
H 0.33 1.77 -3.71
H 0.29 -3.93 -0.29
H -0.71 -2.37 -1.95
H 1.50 -3.35 -2.43
H -1.13 1.10 -2.07
H -0.35 1.74 3.21
H -2.13 0.81 0.18
H -1.63 2.11 -1.04
H 1.17 -3.25 1.75
H 2.96 0.83 0.36
C 1.89 0.74 0.64
C 0.11 -2.88 -0.07
H -1.70 1.26 1.63
O -0.75 3.24 -0.15
H -3.05 -0.15 -1.38
H 1.80 2.80 -0.51
H -0.90 -2.81 0.36
H 1.39 0.32 -0.24
H 2.32 -1.95 -1.63
C 0.15 -2.07 -1.36
H 1.01 1.90 -2.29
H 2.08 -2.32 0.56
C 1.09 -2.42 1.03
O -0.58 2.26 2.43
H 1.58 0.45 2.72
H -1.89 -1.92 2.85
O -1.92 1.28 -1.50
O -2.29 0.63 1.14
H -3.50 -1.16 -0.35
O 0.50 1.27 -2.88
```

=====

No. 7
The following is a quantum chemistry calculation of CClN3O6 as an isolated structure, from the OMol25 dataset.

F_max (eV/A): 4.2
Multiplicity: 1
E_tot (eV): -30302.2587
LUMO (eV): -3.625
Energy above the lowest of the compared OMol25 structures with the same formula, charge and spin (kcal per mole): 23.0
Gap between HOMO and LUMO (eV): 8.535

Geometry as XYZ:
```
11
CClN3O6 | the OMol25 dataset | the ωB97M-V functional and the def2-TZVPD basis
O 0.28 2.28 0.08
O -0.62 0.12 -2.19
C -0.35 0.07 0.07
O 1.70 0.74 -0.45
O 1.37 -0.65 1.43
Cl -2.36 0.88 0.86
N 0.62 1.17 -0.16
O -0.97 -1.69 -1.09
O -0.57 -1.64 1.71
N 0.19 -0.89 1.23
N -0.70 -0.55 -1.20
```

=====

No. 8
The following is a quantum chemistry calculation of C2HBiFO2 as an isolated structure, from the OMol25 dataset.

F_max (eV/A): 4.6
Multiplicity: 1
E_tot (eV): -14728.6769
Total charge: +1
LUMO (eV): -6.904
Energy above the lowest of the compared OMol25 structures with the same formula, charge and spin (kcal per mole): 17.9
Gap between HOMO and LUMO (eV): 7.725

Geometry as XYZ:
```
7
C2HBiFO2 | the OMol25 dataset | the ωB97M-V functional and the def2-TZVPD basis
F -2.66 0.78 -0.27
H -2.16 -0.74 1.08
Bi 2.56 0.04 -0.40
C -0.60 -0.26 -0.22
O 0.51 -0.42 -0.59
C -1.81 -0.11 0.26
O 4.16 0.72 0.13
```

=====

No. 9
The following is a quantum chemistry calculation of a 17-piece molecular cluster, H33O17 overall, from the OMol25 dataset.

F_max (eV/A): 15.1
Multiplicity: 2
E_tot (eV): -35335.8148
Total charge: -2
LUMO (alpha / beta) (eV): 4.269 / 4.162
Energy above the lowest of the compared OMol25 structures with the same formula, charge and spin (kcal per mole): 143.5
Gap between HOMO and LUMO (alpha / beta) (eV): 2.133 / 7.945

Geometry as XYZ:
```
50
H33O17 | the OMol25 dataset | the ωB97M-V functional and the def2-TZVPD basis
H -1.14 -0.23 1.53
O -1.47 0.91 -1.18
H -5.08 -0.05 -1.88
H -0.28 -2.48 4.73
O 2.23 -5.03 2.68
O 1.50 4.57 1.31
H 1.05 -0.90 -2.72
H 1.54 -3.82 -0.75
O 0.02 -1.94 5.40
H 1.51 -2.15 -1.69
H -1.04 4.78 -2.52
H 1.73 -5.55 2.03
O -4.51 -0.71 -1.72
H 2.97 -2.00 2.38
H -2.91 2.42 -1.66
H 0.39 -4.29 1.34
H 2.29 5.18 0.99
H 2.03 3.68 1.44
H -0.23 -3.43 0.15
H -0.24 6.48 0.89
H 2.08 4.43 -0.84
O -1.78 -4.79 -2.88
H -2.40 0.42 1.29
H -0.32 -1.93 -0.14
H -2.58 4.43 -3.27
H 0.51 -0.84 -0.95
H -0.33 -1.14 4.82
O -1.93 -0.21 1.67
H -2.08 3.46 -0.72
H -1.29 5.65 0.30
O -0.58 6.17 0.24
O 2.08 -2.35 2.26
H 1.79 -2.23 3.15
H -0.42 0.86 -1.37
H -1.16 -4.85 -2.04
H 3.08 -0.25 -0.38
H -2.00 -3.93 -3.08
H 3.99 -1.44 0.46
O 3.84 -0.41 0.27
H -5.07 -1.14 -1.13
O -2.82 3.42 -1.30
O 2.79 5.06 -0.86
O 1.80 -1.40 -2.39
O 0.85 -3.33 -1.02
H -1.45 0.07 -0.64
O -0.46 -4.11 0.91
O -1.77 5.02 -3.33
H 3.03 5.09 -2.01
O -0.05 -1.02 -0.13
H 2.29 -4.13 2.36
```

=====

No. 10
The following is a quantum chemistry calculation of a 2-piece molecular cluster, C22H35BFINO6Si overall, from the OMol25 dataset.

F_max (eV/A): 3.2
Multiplicity: 1
E_tot (eV): -56532.4011
Total charge: -1
LUMO (eV): 2.425
Gap between HOMO and LUMO (eV): 7.374

Geometry as XYZ:
```
68
C22H35BFINO6Si | the OMol25 dataset | the ωB97M-V functional and the def2-TZVPD basis
H 0.10 3.58 -0.47
H -4.27 -2.49 0.79
H -1.77 -1.65 2.47
C -1.93 2.71 0.99
C 4.74 -3.43 -0.10
C -4.91 -0.70 -0.32
H 4.03 3.70 -2.84
H -1.05 -1.77 -2.59
C -0.71 -0.70 -2.47
H 0.71 -2.57 -3.93
C 3.40 4.17 -2.04
H 0.11 3.99 -2.28
H -2.09 3.11 -1.82
C 2.52 3.00 0.81
H -6.12 -2.30 0.73
O -2.99 1.13 -0.74
C -2.01 -1.48 3.52
C -2.61 -1.06 6.20
H 0.98 0.16 -3.55
H -1.67 0.86 5.94
H -1.17 1.96 -2.84
F -5.15 -1.41 -1.57
C 3.81 1.23 -1.31
H 4.17 -3.26 0.84
H 4.03 4.78 -1.35
Si 2.63 2.72 -1.06
H 2.63 4.78 -2.57
H 4.52 -2.69 -2.22
O 1.17 2.28 -1.81
C -2.67 -2.46 4.25
H 3.40 0.37 -0.71
H 4.85 1.47 -1.01
H -2.84 -0.89 7.25
O 2.34 -4.01 -2.47
N -1.27 1.75 0.67
H 1.65 2.51 1.31
H -1.32 -0.12 -3.20
O -2.35 -1.06 -0.87
H 3.73 0.90 -2.38
H -5.04 -1.23 1.80
O 2.79 -2.27 -1.16
H 2.26 -1.64 -4.08
C -1.25 2.36 -1.80
C 0.84 -0.64 -2.76
H -5.66 0.12 -0.23
H -3.49 -3.01 6.16
C 1.45 -1.96 -3.36
H 3.44 2.54 1.26
H 5.82 -3.23 0.07
H -2.95 -3.40 3.77
H -3.20 -0.05 0.99
C -1.66 -0.28 4.13
I 0.03 -1.13 0.64
H 2.58 4.09 1.03
C -2.97 -2.25 5.59
B -3.35 -0.23 -0.21
H 1.45 -0.27 -1.90
C 2.22 -2.82 -2.29
C -1.57 1.27 -0.73
H -1.15 0.48 3.55
C -5.13 -1.77 0.83
H 4.73 -1.41 -0.96
C 4.24 -2.38 -1.17
O -2.63 3.62 1.11
C -1.95 -0.07 5.47
C 0.08 3.17 -1.51
C -1.17 -0.29 -1.02
H 4.57 -4.47 -0.49
```

=====

No. 11
The following is a quantum chemistry calculation of a single C4H4N4S molecule, from the OMol25 dataset.

F_max (eV/A): 6.3
Multiplicity: 1
E_tot (eV): -21002.0114
LUMO (alpha / beta) (eV): -1.114 / -1.219
Energy above the lowest of the compared OMol25 structures with the same formula, charge and spin (kcal per mole): 102.9
SMILES string: [H]/N=N\C(=N/[H])c1nccs1
Gap between HOMO and LUMO (alpha / beta) (eV): 8.017 / 6.810

Geometry as XYZ:
```
13
C4H4N4S | the OMol25 dataset | the ωB97M-V functional and the def2-TZVPD basis
C -1.16 -2.47 0.21
H -0.89 2.86 -0.03
C 0.11 -2.57 -0.32
C 0.09 -0.33 -0.01
S -1.52 -0.87 0.68
H 0.59 -3.46 -0.61
N 1.21 1.89 -0.47
N 1.82 2.95 -0.34
N 0.72 -1.36 -0.48
N -1.24 1.95 0.19
H 1.81 3.38 0.56
H -1.83 -3.07 0.70
C 0.27 1.10 -0.10
```

=====

No. 12
The following is a quantum chemistry calculation of an isolated ion of composition C11H21N4 and charge +1, from the OMol25 dataset.

F_max (eV/A): 6.5
Multiplicity: 1
E_tot (eV): -17698.5587
Total charge: +1
LUMO (eV): -3.763
Energy above the lowest of the compared OMol25 structures with the same formula, charge and spin (kcal per mole): 30.3
SMILES string: CNC(C)(C)N(C)/C=C1\N=C[N+](C)=C1C
Gap between HOMO and LUMO (eV): 8.003

Geometry as XYZ:
```
36
C11H21N4 | the OMol25 dataset | the ωB97M-V functional and the def2-TZVPD basis
C 1.32 -1.70 1.75
H -1.03 -3.26 2.12
H -2.69 -1.66 0.70
H -0.33 4.71 -0.53
H 0.95 4.91 0.70
H -1.22 2.47 -2.58
H 0.86 -2.27 -2.29
H 0.12 -4.27 1.17
C 0.28 2.04 -1.04
C 0.33 -2.75 -1.53
H -0.76 -3.00 -1.85
C 0.00 -1.96 0.96
H -0.30 -0.37 2.15
C 0.52 0.79 -0.43
C 0.59 4.46 -0.17
N 0.75 1.04 0.86
N 0.54 2.98 -0.10
C 0.77 2.32 1.06
H -1.98 -0.13 -0.10
H 0.95 2.87 2.03
C -0.63 -3.35 1.21
H 1.10 -1.69 2.76
C -0.20 2.37 -2.43
N -0.77 -0.99 1.56
H 0.53 -0.33 -2.17
N 0.24 -1.67 -0.55
H 0.05 3.32 -2.97
H 1.78 -0.89 1.32
H 0.74 -3.51 -1.04
H -1.45 -3.46 0.38
C 0.44 -0.47 -1.00
H 0.03 1.65 -3.07
H -2.74 0.01 1.44
H 2.02 -2.44 1.55
C -2.05 -0.68 0.98
H 1.27 4.91 -0.83
```

=====

Which value of multiplicity does entry 6 give? 1